{"formula": "C2H3O2Rb", "method": "ωB97M-V with the def2-TZVPD basis set", "e_lumo_ev": -0.547, "e_tot_ev": -6870.603, "gap_ev": 7.48, "e_homo_ha": -0.295, "molar_mass_g_mol": 144.51, "species": ["Rb", "O", "O", "C", "C", "H", "H", "H"], "xyz": [[-0.4908, -2.3606, -1.6265], [-0.9536, -0.1984, 1.6689], [-0.8816, -1.0834, -0.2768], [0.5021, 0.7754, 0.0260], [-0.5901, -0.1845, 0.5003], [0.5852, 0.8316, -1.0594], [1.4527, 0.4118, 0.4163], [0.3761, 1.8081, 0.3511]], "forces_ev_per_a": [[2.3, -8.4, -8.6], [0.0, 1.2, 0.8], [-3.2, 5.2, 4.3], [-0.1, 0.7, -0.2], [1.1, 1.7, 3.5], [-0.1, -0.2, -0.2], [0.0, 0.0, 0.1], [-0.1, -0.2, 0.3]]}

{"formula": "C2H3O2S2", "method": "ωB97M-V with the def2-TZVPD basis set", "e_lumo_ev": [1.072, 1.056], "e_tot_ev": -27886.600, "gap_ev": [4.75, 4.84], "e_homo_ha": [-0.135, -0.139], "molar_mass_g_mol": 123.18, "total_charge": -1, "species": ["S", "S", "O", "O", "C", "C", "H", "H", "H"], "xyz": [[2.0080, -1.3747, -0.3020], [-1.5420, -2.0297, 0.2635], [1.2661, 1.3794, -0.7680], [2.6573, 1.0703, 1.0112], [1.9690, 0.9005, 0.0462], [-1.5857, -0.2618, -0.0901], [-0.7638, 0.2432, 0.6051], [-1.5084, -0.0242, -1.1145], [-2.5006, 0.0970, 0.3485]], "forces_ev_per_a": [[-0.9, -0.4, 0.2], [1.3, 0.0, -0.4], [-0.3, 0.0, -0.8], [-0.1, -0.5, -0.5], [0.4, 0.7, 1.3], [1.6, 0.4, 3.4], [-1.5, -0.8, -2.0], [0.3, 0.4, -1.0], [-0.7, 0.3, -0.1]]}

{"formula": "C2H3O2S2", "method": "ωB97M-V with the def2-TZVPD basis set", "smiles": "O=C(O)[C@@H]([S-])S", "e_lumo_ev": 3.612, "e_tot_ev": -27888.269, "gap_ev": 6.79, "e_homo_ha": -0.117, "molar_mass_g_mol": 123.18, "total_charge": -1, "species": ["S", "S", "O", "O", "C", "C", "H", "H", "H"], "xyz": [[1.0150, 0.4515, -1.5079], [-0.4781, 2.2947, 0.5076], [-1.0075, -1.4955, -0.1352], [0.6891, -0.9709, 1.2691], [-0.3283, -0.6003, 0.3641], [-0.6190, 0.8961, -0.3867], [-1.4975, 0.7121, -1.1141], [0.5681, -1.8974, 1.4559], [1.6582, 0.6097, -0.4527]], "forces_ev_per_a": [[-1.9, 0.2, -2.8], [-0.2, 1.5, 0.7], [0.6, 0.4, 1.5], [-1.0, 2.5, -0.8], [-1.6, -1.1, -2.3], [1.2, -3.4, 0.1], [1.5, 0.0, 1.4], [-0.4, -0.6, -0.3], [1.9, 0.5, 2.4]]}

{"formula": "C2H3O2S2", "method": "ωB97M-V with the def2-TZVPD basis set", "e_lumo_ev": [3.603, 3.601], "e_tot_ev": -27887.001, "gap_ev": [5.99, 5.98], "e_homo_ha": [-0.088, -0.087], "molar_mass_g_mol": 123.18, "total_charge": -1, "species": ["S", "S", "O", "O", "C", "C", "H", "H", "H"], "xyz": [[0.8215, -1.4252, 1.8771], [0.6477, -1.0327, -2.0838], [0.7508, 0.4123, -2.4459], [-0.5134, -1.6989, -2.6739], [-0.3496, 0.8263, 1.0266], [0.2891, -0.4774, 0.7300], [0.0532, 1.4370, 1.9392], [-1.2661, 0.5756, 1.4719], [-0.4332, 1.3830, 0.1590]], "forces_ev_per_a": [[0.7, -1.1, 1.3], [-0.5, 2.2, 0.3], [0.0, -1.9, 0.4], [0.4, 0.1, 0.4], [1.7, 0.1, 2.7], [-0.2, 0.4, -1.8], [0.2, -0.9, -1.6], [-1.9, -0.4, 0.0], [-0.4, 1.5, -1.6]]}

{"formula": "C2H3O3", "method": "ωB97M-V with the def2-TZVPD basis set", "e_lumo_ev": [-9.419, -7.260], "e_tot_ev": -8246.873, "gap_ev": [7.46, 9.90], "e_homo_ha": [-0.620, -0.631], "molar_mass_g_mol": 75.04, "total_charge": 1, "species": ["O", "O", "O", "C", "C", "H", "H", "H"], "xyz": [[-3.4114, 0.4273, 0.0788], [-2.0199, 0.4190, 0.3564], [-4.2049, -0.3512, -0.3465], [-0.8819, -0.3024, 0.0656], [0.1866, 0.4189, -0.1706], [0.0980, 1.4429, -0.1256], [-1.0397, -1.3708, 0.2876], [1.1140, 0.0487, -0.2901]], "forces_ev_per_a": [[-4.7, 2.8, 0.1], [5.5, -0.1, 0.0], [1.2, -2.1, -0.4], [-4.7, -2.8, 1.5], [-0.6, 1.1, 0.4], [-0.2, 2.3, -0.2], [0.6, 0.4, -0.9], [3.0, -1.6, -0.5]]}

{"formula": "C2H3O3S", "method": "ωB97M-V with the def2-TZVPD basis set", "e_lumo_ev": [2.693, 2.841], "e_tot_ev": -19094.949, "gap_ev": [7.59, 7.37], "e_homo_ha": [-0.180, -0.166], "molar_mass_g_mol": 107.11, "total_charge": -1, "species": ["S", "O", "O", "O", "C", "C", "H", "H", "H"], "xyz": [[-1.2063, 0.1356, -0.0469], [2.6506, 0.3566, -0.2747], [-2.4074, -0.2365, -0.8111], [-1.3302, 1.4111, 0.6357], [1.4236, 0.4617, -0.1684], [0.3626, -0.1483, -0.8024], [0.6621, -2.5396, 0.0642], [1.1901, 1.4609, 0.3333], [-1.3451, -0.9015, 1.0704]], "forces_ev_per_a": [[-1.8, -2.5, 2.1], [0.1, -1.2, 0.0], [1.7, 0.2, -0.3], [0.7, 0.3, -0.3], [1.9, 2.8, 0.4], [-2.3, -0.8, 0.1], [-0.1, 0.6, -0.3], [-0.8, -0.8, -0.2], [0.7, 1.5, -1.6]]}

{"formula": "C2H3O3S", "method": "ωB97M-V with the def2-TZVPD basis set", "smiles": "C=CS(=O)(=O)[O-]", "e_lumo_ev": 4.071, "e_tot_ev": -19100.850, "gap_ev": 8.73, "e_homo_ha": -0.171, "molar_mass_g_mol": 107.11, "total_charge": -1, "species": ["S", "O", "O", "O", "C", "C", "H", "H", "H"], "xyz": [[-2.4531, 0.0001, 0.0066], [-2.5412, 1.5418, -0.4457], [-2.6584, -0.1916, 1.4392], [-3.2230, -0.8987, -0.8466], [-0.7156, -0.4385, -0.2626], [0.2057, 0.3195, 0.2802], [-0.1099, 1.1868, 0.8348], [1.2718, 0.1365, 0.2075], [-0.5409, -1.3287, -0.8425]], "forces_ev_per_a": [[-0.4, 4.5, -1.3], [0.4, -5.0, 1.5], [0.0, 0.1, -0.3], [0.3, 0.2, 0.1], [-0.9, 0.1, 0.0], [0.6, 0.2, 0.1], [0.0, 0.3, 0.1], [0.0, -0.1, -0.1], [0.1, -0.2, -0.1]]}

{"formula": "C2H3O3S2", "method": "ωB97M-V with the def2-TZVPD basis set", "e_lumo_ev": [3.140, 3.141], "e_tot_ev": -29937.098, "gap_ev": [7.74, 7.74], "e_homo_ha": [-0.169, -0.169], "molar_mass_g_mol": 139.18, "total_charge": -1, "species": ["S", "S", "O", "O", "O", "C", "C", "H", "H", "H"], "xyz": [[0.9933, -0.4116, -1.6502], [1.7229, -2.2094, -1.9428], [0.7121, 0.2626, 2.0300], [-2.0934, 0.5417, -1.1845], [-1.0510, 1.6109, 0.5008], [-0.1658, -0.4021, -0.4842], [-1.2073, 0.7461, -0.3583], [-0.4292, -1.3348, -0.0023], [0.0396, 0.8618, 1.6296], [1.4787, 0.3349, 1.4620]], "forces_ev_per_a": [[-0.8, 0.3, 0.9], [0.3, -0.4, -0.1], [-0.1, -0.1, 0.5], [-0.5, 0.0, -0.3], [0.1, 0.7, 0.7], [0.1, 0.1, -1.2], [0.5, -0.7, -0.4], [0.2, -0.1, 0.1], [0.2, 0.1, -0.1], [0.1, 0.1, -0.1]]}